[1]
C22H46BaBrP3 as an isolated structure at a distorted geometry. Source: the Open Molecules 2025 dataset; level of theory: ωB97M-V/def2-TZVPD.

Each line ends with the Löwdin charge.
Positions of all 73 atoms, in Å:
Ba -0.3119 0.2316 0.4185  1.42
C -1.4673 2.6554 1.2073  -0.38
C -0.8774 2.1081 2.3666  -0.40
C -1.6063 0.9504 2.7268  -0.40
C -2.6434 0.7710 1.7802  -0.39
C -2.5521 1.8214 0.8391  -0.39
C -3.4331 2.0620 -0.3568  -0.04
C -3.5612 -0.4266 1.7167  -0.04
C -1.2085 0.0116 3.8352  -0.05
C 0.4211 2.5074 3.0197  -0.05
C -1.0558 3.8972 0.4666  -0.05
H -4.1027 2.9073 -0.1723  0.08
H -4.0612 1.1989 -0.5775  0.07
H -2.8607 2.2882 -1.2607  0.07
H -4.1389 -0.4855 2.6423  0.08
H -3.0283 -1.3757 1.5882  0.07
H -4.2698 -0.3336 0.8952  0.07
H -1.0490 0.5782 4.7557  0.08
H -0.2860 -0.5490 3.6312  0.04
H -1.9973 -0.7173 4.0258  0.07
H 0.2461 2.7464 4.0718  0.08
H 0.8472 3.3935 2.5496  0.07
H 1.1797 1.7136 2.9855  0.07
H -1.8098 4.6798 0.5954  0.09
H -0.9387 3.7289 -0.6060  0.04
H -0.1126 4.2960 0.8420  0.07
C 3.4862 -2.2784 -1.2428  -0.31
P 3.1255 -0.5207 -0.8922  0.76
C 4.8134 0.0454 -0.4268  -0.30
C 3.0620 0.0933 -2.6298  -0.46
C 2.8578 1.6016 -2.7537  -0.45
P 1.1719 2.1667 -2.2767  0.78
C 1.3685 3.9691 -2.5449  -0.30
C 0.2155 1.7232 -3.7710  -0.30
H 2.5947 -2.7525 -1.6544  0.00
H 3.7603 -2.7957 -0.3210  0.02
H 4.3101 -2.3907 -1.9521  0.05
H 5.5525 -0.1835 -1.1986  0.04
H 5.1216 -0.4465 0.4982  0.03
H 4.8271 1.1194 -0.2365  0.03
H 2.2540 -0.4497 -3.1261  0.03
H 3.9974 -0.1940 -3.1214  0.08
H 3.0452 1.9208 -3.7846  0.08
H 3.5736 2.1456 -2.1288  0.07
H 1.8231 4.1822 -3.5154  0.04
H 1.9822 4.4182 -1.7634  0.04
H 0.3879 4.4458 -2.5110  0.03
H 0.6744 2.1143 -4.6824  0.05
H -0.7957 2.1259 -3.6871  0.04
H 0.1227 0.6384 -3.8361  -0.02
Br -0.1981 -1.6631 -2.0295  -0.31
C 3.3436 -3.5377 3.1196  -0.15
C 2.4528 -2.4429 2.5430  -0.43
P 0.7567 -2.9149 1.9852  0.90
C 0.0799 -3.6509 3.5356  -0.42
C -1.4368 -3.8276 3.5304  -0.15
C 1.0834 -4.3662 0.9055  -0.42
C -0.1629 -4.8831 0.1905  -0.16
H 4.3174 -3.1425 3.4140  0.07
H 3.5211 -4.3303 2.3914  0.06
H 2.8970 -3.9962 4.0029  0.06
H 2.9367 -1.9672 1.6852  0.02
H 2.3112 -1.6407 3.2754  0.07
H 0.3610 -2.9577 4.3353  0.07
H 0.5751 -4.5991 3.7631  0.08
H -1.9413 -2.8952 3.2717  0.04
H -1.7952 -4.1414 4.5120  0.07
H -1.7563 -4.5796 2.8108  0.05
H 1.5652 -5.1651 1.4767  0.08
H 1.8068 -4.0260 0.1613  0.05
H -0.9102 -5.2530 0.8922  0.05
H 0.0921 -5.7095 -0.4745  0.07
H -0.6152 -4.0956 -0.4134  0.01

As for the energy relative to the best compared isomer or geometry (same formula, charge and spin): 2.7 kcal per mole. For the largest force on an atom, the calculation gives 1.9 eV/Å. As for the LUMO energy: 0.24 eV. Its HOMO energy is -0.267 Ha. Its HOMO-LUMO gap is 7.51 eV. As for the total energy: -122166.8160 eV.

---

[2]
C22H46IO14P as an isolated structure at a distorted geometry. Source: the Open Molecules 2025 dataset; level of theory: ωB97M-V/def2-TZVPD.

Each line ends with the Löwdin charge.
Positions of all 84 atoms, in Å:
C 6.7592 -3.9253 -4.6641  -0.06
C 5.7177 -3.6475 -3.6004  -0.26
O 4.5525 -4.4623 -3.8939  -0.27
P 3.1657 -3.8542 -3.4399  0.19
O 3.0124 -3.7518 -1.9877  -0.24
O 3.0035 -2.4318 -4.1510  -0.10
O 2.0395 -4.7157 -4.1713  -0.79
I 2.3846 -6.6623 -4.5425  1.08
H 7.4924 -3.1290 -4.7214  0.08
H 6.2462 -4.0034 -5.6204  0.08
H 7.2242 -4.8889 -4.4800  0.08
H 6.0679 -3.9444 -2.6151  0.12
H 5.4673 -2.5911 -3.5461  0.11
H 2.4776 -2.5038 -4.9556  0.09
O -1.1892 2.2278 -4.0871  0.11
C -0.5404 1.6923 -3.2331  -0.52
O 0.4509 0.8516 -3.6096  0.00
C 1.4004 0.3197 -2.6803  -0.24
C 0.8893 -0.9116 -1.9655  -0.07
C -0.8346 1.8668 -1.7634  0.02
H 1.7252 1.0946 -1.9829  0.11
H 2.2659 0.0588 -3.2863  0.11
H 0.0081 -0.6902 -1.3612  0.07
H 1.6631 -1.3262 -1.3187  0.08
H 0.6053 -1.6762 -2.6871  0.08
H -1.6400 1.1855 -1.4891  0.10
H -1.1549 2.8890 -1.5811  0.06
H 0.0210 1.6810 -1.1215  0.04
O -1.2410 4.7403 -0.3375  0.09
C -1.9133 5.0031 0.6255  -0.52
O -2.5104 3.9952 1.2784  0.00
C -3.1873 4.1644 2.5313  -0.23
C -4.6174 4.6265 2.3457  -0.06
C -2.1520 6.4276 1.0634  0.02
H -2.6161 4.8221 3.1865  0.11
H -3.1679 3.1791 2.9906  0.12
H -4.6690 5.6060 1.8696  0.07
H -5.1211 4.6872 3.3103  0.08
H -5.1595 3.9256 1.7110  0.08
H -2.9614 6.8414 0.4636  0.10
H -1.2467 6.9967 0.8686  0.09
H -2.3976 6.5361 2.1166  0.07
O -0.4150 2.6190 3.6095  0.09
C 0.3256 1.9537 2.9347  -0.50
O 0.8343 0.8279 3.4643  0.01
C 1.5833 -0.1226 2.6969  -0.23
C 3.0471 0.2502 2.5960  -0.06
C 0.7433 2.3875 1.5511  0.03
H 1.1255 -0.2694 1.7178  0.11
H 1.4745 -1.0600 3.2385  0.12
H 3.1871 1.1967 2.0736  0.07
H 3.5967 -0.5228 2.0589  0.08
H 3.4766 0.3569 3.5920  0.08
H 1.5666 3.0953 1.6439  0.11
H -0.0991 2.8910 1.0813  0.07
H 1.0507 1.5705 0.9026  0.06
O -2.1508 4.7272 10.3710  0.10
C -1.2991 4.5165 9.5537  -0.53
O -1.4682 4.9916 8.3052  0.00
C -0.4465 4.9358 7.3033  -0.23
C -0.4249 3.6111 6.5712  -0.07
C -0.0799 3.6807 9.8732  0.01
H 0.5242 5.1874 7.7345  0.11
H -0.6986 5.7377 6.6112  0.12
H -0.1934 2.7848 7.2446  0.07
H 0.3167 3.6243 5.7773  0.07
H -1.3963 3.4063 6.1259  0.08
H -0.3461 2.6297 9.7713  0.10
H 0.1977 3.8731 10.9062  0.09
H 0.7847 3.8889 9.2483  0.07
O -0.6897 -8.0000 -4.6667  0.03
C -1.6205 -7.4435 -5.1803  -0.53
O -2.8482 -7.9764 -5.0373  0.00
C -4.0417 -7.3148 -5.4657  -0.24
C -4.3338 -7.5581 -6.9317  -0.06
C -1.4395 -6.2055 -6.0298  0.01
H -3.9997 -6.2523 -5.2227  0.11
H -4.8307 -7.7468 -4.8532  0.12
H -3.5501 -7.1532 -7.5719  0.07
H -5.2791 -7.0930 -7.2117  0.08
H -4.3990 -8.6280 -7.1280  0.08
H -1.1529 -6.5138 -7.0344  0.10
H -0.6326 -5.6160 -5.6010  0.06
H -2.3192 -5.5701 -6.0911  0.07

For the largest force on an atom, the calculation gives 1.3 eV/Å. As for the LUMO energy: -1.34 eV. Its HOMO energy is -0.361 Ha. Its HOMO-LUMO gap is 8.49 eV. As for the total energy: -69616.8501 eV.

---

[3]
C22H46N3OP2SeSn as an isolated structure at a distorted geometry. Source: the Open Molecules 2025 dataset; level of theory: ωB97M-V/def2-TZVPD.

Each line ends with the Löwdin charge.
Positions of all 76 atoms, in Å:
Sn -0.2827 -0.2168 -0.4745  0.55
P -2.0554 1.5470 -1.3576  0.92
P -0.0750 -1.6999 1.7116  0.91
N -2.9063 -0.7807 0.6506  -0.15
C -3.6240 1.3785 -0.4100  -0.29
H -3.9189 2.3904 -0.0998  0.10
H -4.3989 1.0239 -1.1075  0.09
C -3.6201 0.4940 0.8423  -0.27
H -3.1642 1.0137 1.6985  0.11
H -4.6662 0.2750 1.1233  0.12
C -2.9246 -1.7044 1.8341  -0.24
H -3.0385 -2.7369 1.4650  0.12
H -3.7956 -1.4711 2.4724  0.12
C -1.6487 -1.5856 2.6695  -0.30
H -1.6268 -2.3791 3.4361  0.09
H -1.6389 -0.6156 3.1921  0.09
C 1.3286 -1.4857 2.9024  -0.52
C 1.7388 -0.0091 2.9786  -0.12
H 0.9659 0.6167 3.4423  0.08
H 1.9620 0.3863 1.9759  0.04
H 2.6622 0.0837 3.5685  0.09
C -0.0981 -3.4426 1.0718  -0.53
C 1.0040 -3.6512 0.0098  -0.13
H 0.6176 -4.3130 -0.7807  0.09
H 1.8931 -4.1346 0.4430  0.07
H 1.3195 -2.7128 -0.4809  0.02
C -2.3994 0.9773 -3.1039  -0.54
C -1.2554 1.3104 -4.0746  -0.11
H -1.4145 0.7325 -4.9988  0.09
H -0.2693 1.0329 -3.6783  0.03
H -1.2511 2.3744 -4.3607  0.08
C -1.5479 3.3311 -1.3591  -0.53
C -0.0932 3.5143 -1.8093  -0.12
H 0.2512 4.5025 -1.4707  0.09
H 0.0005 3.4739 -2.9030  0.07
H 0.5899 2.7630 -1.3868  -0.01
C -0.3557 1.5178 1.1279  -0.38
O -0.7835 2.2037 1.9675  -0.01
C -0.0583 -4.4805 2.2103  -0.11
H 0.0713 -4.0318 3.2054  0.06
H -0.9950 -5.0548 2.2268  0.08
H 0.7527 -5.2035 2.0523  0.08
C -3.7561 1.4290 -3.6689  -0.11
H -3.6451 1.6898 -4.7312  0.08
H -4.4822 0.6071 -3.5992  0.08
H -4.1726 2.2994 -3.1468  0.06
C -2.5011 4.2423 -2.1342  -0.11
H -2.1440 5.2745 -2.0298  0.09
H -2.5171 4.0129 -3.2065  0.07
H -3.5251 4.2138 -1.7434  0.08
C 2.5526 -2.3568 2.6073  -0.09
H 2.9729 -2.1515 1.6124  0.06
H 3.3357 -2.1063 3.3358  0.09
H 2.3572 -3.4320 2.7023  0.07
H 0.8920 -1.7917 3.8693  0.11
H -1.6194 3.5994 -0.2915  0.10
H -1.0800 -3.5243 0.5731  0.09
H -2.4369 -0.1187 -2.9730  0.08
H -3.2927 -1.2820 -0.1587  0.10
H -1.1764 -1.5162 -1.2841  -0.09
C 2.9422 2.6074 0.3389  -0.02
N 3.6956 1.3689 0.2178  -0.12
C 4.8233 1.0137 0.9478  -0.03
C 5.1837 -0.2296 0.5490  -0.03
N 4.2796 -0.6285 -0.4212  -0.13
C 4.2992 -1.9129 -1.1039  -0.03
C 3.3403 0.3400 -0.6099  -0.64
Se 1.9852 0.2606 -1.8914  0.66
H 2.8084 3.0631 -0.6495  0.09
H 1.9497 2.4083 0.7726  0.05
H 3.5061 3.2798 0.9976  0.10
H 5.2717 1.6831 1.6614  0.13
H 5.9946 -0.8662 0.8510  0.13
H 5.2350 -2.0243 -1.6705  0.11
H 4.2305 -2.7189 -0.3606  0.09
H 3.4419 -1.9665 -1.7837  0.04

For the largest force on an atom, the calculation gives 2.1 eV/Å. The charge is +1. As for the LUMO energy (alpha / beta): -2.50 / -1.68 eV. Its HOMO energy (alpha / beta) is -0.271 / -0.275 Ha. Its HOMO-LUMO gap (alpha / beta) is 4.89 / 5.80 eV. As for the total energy: -119825.0544 eV.

---

Q: Which formula does entry 2 have?
A: C22H46IO14P

---

Q: Which formula does entry 3 have?
A: C22H46N3OP2SeSn